*a*
ORCA calculation (ωB97M-V/def2-TZVPD) on a 2-piece molecular cluster, C6H16 overall.

Structure (SMILES): CC(C)C.CC
HOMO (eV): -10.5
HOMO-LUMO gap (eV): 11.566

Geometry as ORCA input:
```
! RIJCOSX wB97M-V def2-TZVPD def2/J DEFGRID3
* xyz 0 1
C 2.756 -0.562 -0.640
C 3.216 0.736 -0.062
H 2.026 -1.189 -0.088
H 2.036 -0.360 -1.533
H 3.562 -1.139 -1.089
H 2.377 1.244 0.524
H 3.939 0.522 0.731
H 3.431 1.510 -0.822
C -1.311 -0.362 0.306
C -1.618 0.250 1.626
C -2.533 -0.912 -0.453
C -0.792 0.716 -0.686
H -0.523 -1.160 0.389
H -2.574 0.777 1.739
H -0.946 1.093 1.859
H -2.174 -1.861 -0.863
H -3.450 -1.005 0.193
H -2.907 -0.335 -1.237
H 0.144 1.076 -0.241
H -0.348 0.449 -1.666
H -1.556 1.491 -0.863
H -1.412 -0.409 2.526
*
```


*b*
ORCA calculation (ωB97M-V/def2-TZVPD) on a 2-piece molecular cluster, C6H16 overall.

Structure (SMILES): CC(C)C.CC
HOMO (eV): -10.3
HOMO-LUMO gap (eV): 11.358

Geometry as ORCA input:
```
! RIJCOSX wB97M-V def2-TZVPD def2/J DEFGRID3
* xyz 0 1
C 0.310 -0.248 1.853
C -0.996 0.319 1.431
C 0.740 -1.554 0.851
C 1.395 0.713 1.683
H 0.122 -0.454 2.888
H -1.649 -0.509 1.217
H -0.739 1.048 0.690
H 1.201 -1.245 -0.104
H 1.505 -1.969 1.640
H -0.271 -2.096 0.594
H 1.596 0.915 0.592
H 1.239 1.676 1.947
H 2.307 0.296 2.131
H -1.399 0.942 2.271
C -0.591 -0.396 -2.872
C -0.864 0.815 -1.957
H -1.429 -0.775 -3.498
H 0.141 -0.075 -3.553
H 0.050 -1.076 -2.380
H -0.784 1.833 -2.627
H -0.048 0.972 -1.180
H -1.836 0.864 -1.619
*
```


*c*
ORCA calculation (ωB97M-V/def2-TZVPD) on a 2-piece molecular cluster, C6H16 overall.

Structure (SMILES): CC(C)C.CC
HOMO (eV): -11.1
HOMO-LUMO gap (eV): 12.070

Geometry as ORCA input:
```
! RIJCOSX wB97M-V def2-TZVPD def2/J DEFGRID3
* xyz 0 1
C 0.801 -0.668 0.936
C 1.896 0.403 0.957
C 1.394 -2.067 0.819
C -0.093 -0.535 2.188
H 0.066 -0.533 0.132
H 2.149 0.614 1.999
H 2.063 -2.287 1.651
H 0.598 -2.820 0.812
H 1.929 -2.203 -0.124
H 0.396 -0.938 3.068
H -0.310 0.526 2.366
H 1.605 1.348 0.500
H 2.818 0.052 0.492
H -1.004 -1.138 2.085
C -1.091 1.071 -2.027
C -2.513 1.494 -2.431
H -0.983 0.002 -1.886
H -0.394 1.272 -2.854
H -0.684 1.568 -1.145
H -3.249 0.700 -2.273
H -2.850 2.311 -1.802
H -2.544 1.829 -3.462
*
```


*d*
ORCA calculation (ωB97M-V/def2-TZVPD) on a 2-piece molecular cluster, C6H16 overall.

Structure (SMILES): CC(C)C.CC
HOMO (eV): -10.7
HOMO-LUMO gap (eV): 11.715

Geometry as ORCA input:
```
! RIJCOSX wB97M-V def2-TZVPD def2/J DEFGRID3
* xyz 0 1
C 0.893 -0.089 0.700
C 0.641 0.252 2.196
C 1.822 0.788 -0.065
C 1.335 -1.597 0.604
H -0.140 -0.004 0.349
H -0.346 0.668 2.368
H 1.489 0.777 2.635
H 2.860 0.429 -0.001
H 1.766 0.693 -1.158
H 1.801 1.854 0.168
H 0.430 -2.185 0.471
H 1.985 -1.755 -0.250
H 1.745 -1.848 1.576
H 0.533 -0.638 2.841
C -2.482 -0.075 -1.051
C -1.742 0.789 -2.046
H -3.569 -0.069 -1.097
H -2.157 -1.108 -1.217
H -2.189 0.144 -0.022
H -0.720 0.460 -2.231
H -1.748 1.832 -1.739
H -2.209 0.681 -3.031
*
```


Stability, lowest: *b*